P.
C4H5BrO2S | wB97M-V/def2-TZVPD

Summary:
**Charge**: 0
**HOMO**: -10.014 eV
**LUMO**: -1.112 eV

Geometry as XYZ:
```
13
C4H5BrO2S wB97M-V/def2-TZVPD
C 1.94 0.32 0.79
C 1.00 1.04 1.05
C 3.23 -1.37 -0.42
C 2.94 -0.73 0.66
O -1.39 -0.83 -0.17
O -0.26 -2.26 1.39
S -0.14 -1.47 0.22
Br -4.17 -0.15 1.00
H -2.73 -0.45 0.73
H 0.40 1.77 1.46
H 2.81 -0.94 -1.37
H 3.98 -2.05 -0.60
H 3.37 -1.05 1.74
```

Q.
C4H5BrO2S | wB97M-V/def2-TZVPD

Summary:
**Charge**: 0
**HOMO**: -9.386 eV
**Structure (SMILES)**: O=S1(=O)C[C@@H]1/C=C/Br
**LUMO**: -0.044 eV

Geometry as XYZ:
```
13
C4H5BrO2S wB97M-V/def2-TZVPD
O -2.83 -0.47 -0.19
S -1.55 0.00 -0.65
O -1.50 0.39 -2.03
C -0.84 0.90 0.73
C -0.38 -0.65 0.46
C 0.95 -0.95 0.06
C 1.76 0.09 -0.49
Br 3.60 0.02 -0.71
H -0.06 1.67 0.49
H -1.32 1.25 1.61
H -0.62 -1.49 1.11
H 1.47 -1.89 0.14
H 1.32 1.13 -0.55
```

Stability summary - winner: P; margin: 0.0148 hartree.

P.
C3H2N2O | wB97M-V/def2-TZVPD

Summary:
**Charge**: 0
**HOMO (alpha / beta)**: -10.760 / -10.755 eV
**LUMO (alpha / beta)**: -2.562 / -2.530 eV

Geometry as XYZ:
```
8
C3H2N2O wB97M-V/def2-TZVPD
C 0.68 1.44 -0.11
C -0.31 0.96 0.55
C 0.91 -0.11 -0.27
N -0.12 -1.01 0.32
N -0.89 -0.21 0.93
O -3.00 -0.49 -0.12
H 0.73 -0.16 -1.27
H 2.01 -0.42 -0.03
```

Q.
C3H2N2O | wB97M-V/def2-TZVPD

Summary:
**Charge**: 0
**HOMO**: -10.403 eV
**LUMO**: -0.421 eV

Geometry as XYZ:
```
8
C3H2N2O wB97M-V/def2-TZVPD
C 0.27 1.06 -0.27
C 2.35 -1.49 -0.11
C -1.66 -0.21 0.02
N 1.03 1.84 0.07
N -0.65 0.21 -0.60
O 2.89 -0.65 0.43
H -1.82 0.20 0.97
H -2.41 -0.97 -0.52
```

R.
C3H2N2O | wB97M-V/def2-TZVPD

Summary:
**Charge**: 0
**HOMO (alpha / beta)**: -8.559 / -8.556 eV
**LUMO (alpha / beta)**: -1.959 / -1.963 eV

Geometry as XYZ:
```
8
C3H2N2O wB97M-V/def2-TZVPD
C -1.48 -0.59 -0.12
C 0.64 1.18 0.18
C 0.81 -0.17 -0.04
N -2.47 -0.47 0.49
N -0.35 -0.78 -0.67
O 0.03 2.16 0.12
H 1.62 -0.50 -0.75
H 1.20 -0.83 0.80
```

Stability summary - winner: Q; margin: 0.0704 hartree.

P.
C12H12N2NiO2PS4 | wB97M-V/def2-TZVPD

Summary:
**Charge**: -2
**HOMO (alpha / beta)**: -0.841 / -0.527 eV
**⟨S²⟩**: 0.76
**Multiplicity**: 2
**LUMO (alpha / beta)**: 4.770 / 4.768 eV

Geometry as XYZ:
```
34
C12H12N2NiO2PS4 wB97M-V/def2-TZVPD
Ni -0.60 -0.15 -0.38
S -1.25 -1.96 -1.62
C 0.19 -2.92 -1.54
C 0.16 -4.26 -1.95
C 1.28 -5.09 -1.91
C 1.19 -6.45 -2.34
N 1.10 -7.54 -2.69
C 2.50 -4.56 -1.45
C 2.55 -3.23 -1.05
C 1.44 -2.38 -1.08
S 1.60 -0.73 -0.59
C 3.67 -5.38 -1.38
N 4.63 -6.02 -1.32
H -0.77 -4.67 -2.31
H 3.49 -2.83 -0.69
C -4.35 3.97 1.35
C -2.85 3.86 1.56
O -2.53 2.53 1.93
P -1.44 1.68 1.04
S -1.42 -0.11 1.86
S -1.83 1.93 -0.90
O -0.15 2.59 1.47
C 1.11 2.37 0.86
C 2.02 3.52 1.24
H -4.63 5.01 1.14
H -4.88 3.64 2.24
H -4.64 3.34 0.51
H -2.52 4.52 2.37
H -2.32 4.15 0.65
H 0.99 2.32 -0.23
H 1.52 1.42 1.20
H 1.60 4.47 0.90
H 3.00 3.38 0.78
H 2.14 3.57 2.32
```

Q.
C12H12N2NiO2PS4 | wB97M-V/def2-TZVPD

Summary:
**Charge**: -2
**HOMO (alpha / beta)**: -1.613 / -1.522 eV
**⟨S²⟩**: 0.89
**Multiplicity**: 2
**LUMO (alpha / beta)**: 4.094 / 4.507 eV

Geometry as XYZ:
```
34
C12H12N2NiO2PS4 wB97M-V/def2-TZVPD
Ni -0.35 -2.00 -0.12
S 1.95 -2.28 -0.16
C 2.38 -1.69 1.42
C 3.72 -1.37 1.72
C 4.12 -0.88 2.95
C 5.50 -0.51 3.17
N 6.60 -0.21 3.34
C 3.16 -0.72 3.96
C 1.84 -1.04 3.69
C 1.41 -1.52 2.44
S -0.26 -1.92 2.17
C 3.53 -0.25 5.28
N 3.83 0.11 6.34
H 4.46 -1.50 0.94
H 1.09 -0.91 4.47
C -1.44 4.06 -0.95
C -2.13 2.92 -1.67
O -2.79 2.09 -0.72
P -2.61 0.43 -0.74
S -1.41 -3.39 -1.24
S -0.55 0.19 -0.81
O -3.15 0.23 -2.32
C -2.52 -0.50 -3.36
C -3.44 -1.61 -3.83
H -1.00 4.76 -1.67
H -0.65 3.66 -0.31
H -2.16 4.60 -0.32
H -1.39 2.35 -2.23
H -2.87 3.30 -2.39
H -1.57 -0.91 -3.02
H -2.31 0.18 -4.19
H -3.51 -2.39 -3.06
H -3.05 -2.06 -4.75
H -4.44 -1.21 -4.03
```

Stability summary - winner: P; margin: 0.0927 hartree.